[1]
C5H8Cl3N2 | ωB97M-V with the def2-TZVPD basis set

As for the HOMO-LUMO gap (spin up / spin down): 7.009 / 7.008 eV. The total charge is +1. For the lowest unoccupied orbital energy (spin up / spin down), the calculation gives -4.71 / -4.71 eV.

Last column: natural (NBO) charge in e.
Element x y z (Å)
C -0.399 0.183 -0.438  0.157
C 0.113 -1.986 0.470  0.046
C 1.308 0.765 1.030  0.001
C -2.193 -1.357 0.202  -0.395
C 1.127 2.007 -0.982  -0.426
N -0.753 -1.076 0.044  -0.278
N 0.645 0.931 -0.094  -0.294
Cl -1.431 0.681 -1.726  0.064
Cl 1.820 -1.747 0.247  0.129
Cl 2.655 1.809 1.447  0.091
H -0.135 -2.872 0.824  0.221
H 0.743 0.274 1.802  0.225
H -2.518 -1.084 -0.771  0.245
H -2.302 -2.378 0.331  0.225
H -2.550 -0.738 1.064  0.242
H 2.149 1.724 -1.258  0.241
H 1.239 2.802 -0.287  0.242
H 0.483 2.060 -1.904  0.263

Atoms 1-3, force components in eV/Å:
C -2.06 -1.68 -1.03
C 2.45 4.55 -2.35
C 0.19 1.13 0.54


[2]
C5H8ClFS | ωB97M-V with the def2-TZVPD basis set

The SMILES is F[C@@H]1C[C@H](S)[C@@H](Cl)C1. As for the HOMO-LUMO gap: 10.067 eV. For the lowest unoccupied orbital energy, the calculation gives 0.65 eV.

Last column: natural (NBO) charge in e.
Element x y z (Å)
F 2.113 1.380 -0.254  -0.358
C 0.838 1.440 0.190  0.199
C 0.458 0.416 1.421  -0.476
C 0.057 -0.770 0.668  -0.303
S 1.476 -1.597 -0.282  -0.077
C -0.851 -0.269 -0.391  -0.211
Cl -2.586 -0.101 -0.010  -0.089
C -0.405 1.105 -0.854  -0.497
H 0.823 2.612 0.305  0.188
H 1.432 0.005 1.897  0.243
H -0.303 0.744 2.062  0.237
H -0.333 -1.531 1.254  0.239
H 1.617 -0.385 -1.179  0.160
H -1.056 -0.958 -1.078  0.223
H 0.049 1.041 -1.933  0.247
H -1.482 1.787 -0.572  0.274

Atoms 1-3, force components in eV/Å:
F 1.08 -1.31 -0.78
C -3.65 3.22 1.14
C 5.28 0.30 -1.55


Record order is preserved below.
ΔE to the lowest compared entry with this formula, charge and spin: 0.00; 272.86 kJ/mol